Entry from OMol25: a structure of composition C30H45BBrCl3KMg2N2O12S (ωB97M-V/def2-TZVPD).

Properties
**Charge**: +1
**Frontier orbital gap**: 0.8 eV

```
98
Properties=species:S:1:pos:R:3:forces:R:3
C -5.67239 8.68610 0.41704 0.57 0.25 -0.68
N -5.86705 7.99192 -0.88168 -1.00 -0.32 0.51
C -6.92793 8.56594 -1.69625 1.48 0.54 0.09
B -6.13364 6.61542 -0.80276 1.13 0.68 0.16
O -7.07783 6.10287 -1.74772 -0.04 -0.53 -0.14
O -5.58674 5.83919 0.20480 -0.93 -1.22 -0.42
S -6.77905 4.86796 0.87335 0.24 0.14 1.44
O -7.90044 5.83886 0.89594 0.05 1.32 -0.99
O -7.18969 3.89340 -0.29906 0.59 0.14 -0.60
C -7.05377 2.46731 0.05828 0.36 -1.79 -0.25
C -5.65030 2.07872 0.43602 -0.42 1.01 0.16
C -4.55397 2.52437 -0.49940 0.39 -0.30 -0.26
C -3.28951 1.68793 -0.24802 0.16 0.63 -0.31
C -2.32624 2.31675 0.72673 -0.63 -0.31 0.57
N -2.93060 2.58874 2.02002 -0.04 0.69 -0.14
H -4.63929 8.59141 0.70706 0.25 -0.23 0.33
H -5.84280 9.74168 0.26864 -0.10 0.32 -0.05
H -6.33772 8.33178 1.19195 -0.13 -0.21 0.20
H -6.86226 9.65520 -1.75450 -0.05 0.24 0.35
H -6.84325 8.21398 -2.71762 -0.30 -0.15 -0.25
H -7.86396 8.23437 -1.25370 -0.08 0.29 -0.01
H -6.66302 5.46170 -2.33993 -0.23 -0.32 0.02
H -7.32102 1.89326 -0.81792 -0.31 0.42 -0.58
H -7.77809 2.21286 0.82951 0.15 0.35 -0.09
H -5.50200 2.45724 1.43822 0.13 -0.03 0.34
H -5.57847 1.00885 0.53090 -0.49 -0.39 0.10
H -4.32674 3.58503 -0.42284 0.08 0.25 0.18
H -4.87016 2.38071 -1.52972 -0.15 -0.17 -0.23
H -3.56131 0.72367 0.15672 -0.10 -0.40 -0.19
H -2.75313 1.54937 -1.17870 0.11 -0.24 -0.28
H -1.51080 1.61221 0.90537 0.42 0.06 -0.10
H -1.90479 3.24155 0.34062 0.24 0.18 -0.08
H -2.72901 3.66889 2.34050 0.21 -1.37 0.50
H -3.92826 2.41306 2.01414 -0.03 0.05 0.09
C 3.86738 -1.45006 -0.86191 0.19 0.10 -0.11
C 3.66892 -0.08216 -0.22987 -0.90 -0.68 -0.27
C 2.25772 0.14675 0.30865 -0.08 0.20 0.09
C 1.15697 0.11037 -0.74912 0.01 -0.03 -0.12
C 1.32301 1.11667 -1.88671 -0.03 0.12 0.13
C 1.29369 2.57145 -1.42129 0.05 -0.09 -0.13
H 3.22297 -1.58668 -1.72782 -0.01 0.00 -0.02
H 4.89841 -1.57874 -1.19900 -0.02 -0.12 -0.05
H 3.65310 -2.23901 -0.14399 -0.04 -0.02 0.01
H 3.94062 0.70661 -0.95659 -0.08 -0.07 0.12
H 4.36285 0.01080 0.59797 -3.89 -2.95 -1.36
H 2.22397 1.10870 0.83494 -0.05 -0.01 -0.01
H 2.04399 -0.61445 1.06283 0.03 -0.03 0.00
H 0.20033 0.28740 -0.25173 -0.01 -0.01 0.02
H 1.09050 -0.89491 -1.17006 0.00 -0.03 0.03
H 0.51318 0.95989 -2.60075 0.02 -0.03 -0.05
H 2.24979 0.92361 -2.43582 -0.02 -0.03 -0.03
H 0.35801 2.79659 -0.90690 0.02 0.01 0.06
H 1.38050 3.24978 -2.26966 -0.01 0.03 0.01
H 2.11444 2.80091 -0.73797 -0.02 0.02 0.03
Cl -9.40807 3.58086 1.50495 -1.02 0.59 -0.52
C -12.45753 2.72652 -0.24913 0.03 -0.02 0.00
Cl -13.49230 2.66120 1.17475 0.02 0.04 0.00
Cl -12.68761 1.32479 -1.30956 0.04 0.04 -0.05
H -12.71026 3.61845 -0.81175 -0.10 -0.01 -0.04
H -11.42229 2.75046 0.07279 -0.02 -0.07 0.12
Mg -9.00727 5.74042 -0.81616 0.34 -0.79 1.36
C -4.01176 -0.71312 2.34541 1.06 -0.07 0.08
O -4.64887 0.37724 2.51591 0.36 0.32 -0.04
O -2.62961 -0.59521 2.28092 -0.86 0.18 -0.05
O -4.52067 -1.80745 2.22852 -0.26 -0.12 -0.05
H -2.50000 0.35318 2.42185 0.30 -0.06 0.24
C 4.32878 -4.93331 -0.34277 -0.02 0.07 -0.08
C 4.62666 -4.60858 -1.66382 -0.03 -0.01 0.05
C 5.80358 -5.04965 -2.23895 -0.08 0.10 -0.06
C 6.69784 -5.80576 -1.49146 0.11 -0.07 0.08
C 6.40953 -6.10962 -0.16319 0.15 -0.06 -0.07
C 5.21698 -5.68228 0.40435 -0.12 0.09 0.09
C 7.37975 -6.87745 0.68187 0.04 -0.04 0.02
O 7.11023 -7.13122 1.83448 -0.04 0.03 0.07
C 8.66612 -7.29074 0.06291 -0.09 0.10 -0.16
C 9.60649 -7.94788 0.84123 0.01 -0.03 0.13
C 10.80563 -8.34774 0.27985 0.17 -0.13 -0.08
C 11.06678 -8.10407 -1.06299 -0.05 0.02 0.05
C 10.13495 -7.44397 -1.84678 0.12 -0.02 -0.02
C 8.93595 -7.02510 -1.28814 -0.19 0.04 0.10
C 7.96506 -6.28387 -2.13312 0.05 -0.02 -0.01
O 8.17752 -6.05279 -3.30464 -0.01 0.05 -0.05
H 3.40242 -4.59523 0.10506 -0.05 -0.06 -0.01
H 3.93648 -4.01068 -2.24496 -0.04 -0.05 -0.03
H 6.04219 -4.80706 -3.26504 0.07 -0.08 -0.03
H 4.99880 -5.93557 1.43238 0.08 -0.07 0.03
H 9.40631 -8.14361 1.88538 -0.04 -0.02 0.01
H 11.53475 -8.85164 0.89815 0.00 0.03 0.07
H 12.00369 -8.42496 -1.49743 0.02 -0.01 -0.01
H 10.33454 -7.24570 -2.89015 -0.07 0.05 -0.03
Mg -9.24678 9.23807 -2.25432 -1.35 -0.13 -0.33
C 11.36219 -8.75634 4.10845 -0.04 0.07 0.84
O 10.54907 -9.66755 3.84335 -0.01 0.03 -0.24
O 11.51929 -8.43161 5.43623 -0.20 -0.30 -0.74
O 12.01932 -8.13004 3.27305 0.13 0.14 -0.24
H 10.90841 -9.05081 5.86390 0.09 0.11 0.31
Br -1.84470 5.09401 3.02940 -0.02 0.56 -0.13
K 5.57329 1.00961 0.92804 4.83 3.64 1.72
```
Positions in Å, forces in eV/Å.

Entry from OMol25: a structure of composition C30H45BClGeN13O3RuSe (ωB97M-V/def2-TZVPD).

Properties
**Charge**: +2
**ΔE to the lowest compared entry with this formula, charge and spin**: 0.000 eV
**Frontier orbital gap (spin up / spin down)**: 5.4 / 5.4 eV

```
96
Properties=species:S:1:pos:R:3:forces:R:3
Ru -0.33755 -0.21087 -0.30447 0.38 -0.26 -0.20
C -0.39192 -1.82272 3.68686 0.07 0.04 0.00
C -0.92829 -1.72468 2.41133 0.07 0.01 -0.12
N -0.15494 -0.92489 1.66088 -0.43 0.13 0.05
N 0.84888 -0.47965 2.43398 0.20 0.00 -0.14
C 0.73147 -1.01287 3.65790 0.00 0.04 0.03
B 1.80227 0.67995 1.91792 -0.22 0.09 0.14
N 0.78861 1.79727 1.53428 0.03 -0.06 0.08
C 0.74864 3.09664 1.85741 -0.08 -0.02 0.05
C -0.45410 3.62428 1.42116 0.13 0.00 0.07
C -1.11249 2.56136 0.82079 -0.14 -0.07 0.05
N -0.36288 1.46184 0.91105 0.17 0.08 -0.02
N 2.51667 0.21770 0.63081 -0.20 -0.01 -0.06
C 3.80773 0.00411 0.32164 0.09 0.11 -0.06
C 3.88352 -0.37866 -1.00290 -0.02 0.08 -0.02
C 2.56651 -0.36427 -1.45037 -0.03 0.12 -0.03
N 1.74294 -0.00249 -0.46988 0.09 -0.22 0.34
N 2.68199 1.12455 3.04058 0.02 0.08 -0.09
C 2.27353 1.66897 4.22578 0.08 0.05 0.01
C 3.38731 1.92370 4.97563 -0.04 -0.02 -0.04
C 4.45812 1.49997 4.16045 0.06 0.00 0.01
N 4.03651 1.02359 3.00840 -0.03 -0.03 0.08
H -0.76502 -2.39608 4.51659 -0.01 0.00 0.00
H -1.79330 -2.21068 1.99233 -0.03 0.02 -0.03
H 1.44701 -0.77072 4.42571 0.00 -0.04 0.01
H 1.55611 3.55028 2.40725 0.02 0.02 -0.04
H -0.79637 4.63777 1.52872 0.08 -0.07 0.01
H -2.06171 2.53956 0.30900 0.01 0.02 0.01
H 4.56844 0.19529 1.05938 -0.03 -0.08 0.00
H 4.77309 -0.58330 -1.57166 0.00 -0.02 0.00
H 2.19388 -0.56589 -2.44119 -0.01 -0.03 0.00
H 1.23052 1.84271 4.43798 -0.01 -0.01 0.00
H 3.43096 2.35650 5.95923 0.00 0.00 0.01
H 5.51503 1.53102 4.37092 0.00 0.00 0.01
C -5.49142 -1.96908 -1.24867 -0.01 0.05 0.02
N -4.54679 -1.19456 -0.44456 0.03 0.08 0.03
C -5.03758 -0.51800 0.75328 -0.04 -0.01 -0.01
C -3.26883 -1.00533 -0.80521 0.00 0.21 0.00
N -2.38655 -0.40868 -0.06271 0.02 -0.29 0.08
N -2.94088 -1.48268 -2.07148 0.05 0.05 -0.03
C -1.78488 -1.22390 -2.76580 -0.09 -0.13 0.17
N -1.87914 -1.36609 -4.09797 -0.04 0.01 0.02
N -0.63753 -1.02708 -2.18145 -0.17 0.38 -0.12
H -6.31369 -2.27029 -0.60717 0.00 -0.02 -0.02
H -5.02702 -2.87929 -1.62586 -0.02 -0.03 0.01
H -5.90664 -1.38378 -2.07402 0.01 0.01 0.00
H -6.11957 -0.59673 0.77750 0.00 -0.02 0.01
H -4.78510 0.54353 0.72866 0.02 0.00 -0.01
H -4.64122 -0.97242 1.66471 0.00 0.00 0.00
H -2.74348 -0.14643 0.84618 0.00 0.04 -0.02
H -3.74339 -1.63117 -2.66277 0.03 -0.08 0.01
H -2.77526 -1.35538 -4.55432 -0.02 0.03 -0.02
H -1.09142 -1.13647 -4.67901 0.03 0.00 -0.02
H 0.08028 -0.75651 -2.84025 0.06 0.02 0.06
C 1.76661 -5.99728 -3.47883 -0.02 0.00 -0.01
Ge 0.42576 -5.32797 -2.24386 -0.02 -0.02 0.01
C 0.36860 -6.31100 -0.56085 0.02 0.01 0.01
C -1.35342 -5.19120 -3.03546 -0.01 0.04 0.08
C 1.00013 -3.44125 -1.85132 0.21 -0.02 0.01
Se 0.15529 -2.75120 -0.25924 -0.02 -0.01 0.09
C 1.72446 -2.97760 0.85255 -0.01 -0.18 -0.04
H 1.51814 -7.01101 -3.79131 -0.01 -0.01 0.00
H 2.74834 -6.01964 -3.00601 -0.01 0.00 0.00
H 1.82211 -5.37238 -4.37011 0.00 -0.01 0.00
H -0.19037 -7.23577 -0.70107 0.01 -0.02 -0.01
H -0.13232 -5.74228 0.22470 -0.02 -0.02 -0.01
H 1.36868 -6.57746 -0.21846 0.01 0.02 -0.01
H -1.69870 -6.18032 -3.33505 -0.01 0.00 -0.01
H -1.34797 -4.55195 -3.91948 0.01 -0.01 0.01
H -2.06840 -4.79370 -2.31037 0.02 0.00 -0.03
H 0.73661 -2.80453 -2.68686 -0.03 -0.09 -0.13
H 2.08056 -3.40069 -1.70587 -0.04 0.10 0.04
H 2.00609 -4.02486 0.75045 -0.01 0.01 -0.02
H 1.48005 -2.76249 1.88515 0.01 -0.06 0.03
H 2.51516 -2.33306 0.47758 0.01 -0.02 0.01
C -2.84540 5.98983 -0.01325 0.02 -0.05 0.08
C -3.68764 5.37419 -1.09280 -0.07 0.02 -0.03
C -5.01796 5.73203 -1.24637 0.01 -0.02 -0.01
C -5.78533 5.19295 -2.26858 -0.02 0.01 0.01
Cl -7.44687 5.65868 -2.42411 0.00 0.00 -0.01
C -5.23735 4.28715 -3.15391 -0.02 -0.02 0.05
C -3.91210 3.89807 -3.00185 0.00 0.01 0.00
C -3.14625 4.44363 -1.98453 0.07 0.05 0.00
O -1.80997 4.15771 -1.76417 -0.07 -0.10 -0.01
C -1.12079 3.31061 -2.66110 -0.05 0.10 -0.22
C -1.33637 1.86000 -2.22959 -0.45 -0.28 0.38
O -0.32153 1.37678 -1.56383 0.24 -0.02 -0.19
O -2.39305 1.26454 -2.39839 0.22 0.28 -0.28
H -3.43822 6.67852 0.58469 0.00 0.02 0.00
H -1.99823 6.53482 -0.43191 0.00 -0.01 -0.02
H -2.43829 5.22608 0.65366 -0.15 0.09 -0.10
H -5.46148 6.44995 -0.56904 0.00 0.01 -0.01
H -5.83972 3.87852 -3.95308 0.00 -0.01 0.00
H -3.51272 3.15456 -3.67292 0.05 0.00 0.00
H -0.06942 3.57164 -2.57841 0.02 -0.03 0.03
H -1.45068 3.46622 -3.69047 0.00 -0.06 0.01
```
Positions in Å, forces in eV/Å.

Entry from OMol25: a structure of composition C30H45BaBrN2P2S (ωB97M-V/def2-TZVPD).

Properties
**Charge**: +2
**ΔE to the lowest compared entry with this formula, charge and spin**: 0.475 eV
**Frontier orbital gap (spin up / spin down)**: 6.3 / 6.3 eV

```
82
Properties=species:S:1:pos:R:3:forces:R:3
N -4.52425 -1.41113 3.27560 -0.22 0.30 0.20
C -4.09593 -0.25637 3.80109 -0.20 -0.18 -0.46
C -4.16159 0.95735 3.11503 -0.14 -0.11 -0.72
C -4.69874 0.97030 1.80229 -1.02 -1.36 0.66
C -5.20145 -0.24494 1.28419 0.41 -0.03 0.53
C -5.10409 -1.39369 2.06526 0.08 0.20 -0.01
C -4.57359 2.13671 0.96895 -0.01 0.70 -0.87
Ba 0.51930 1.49578 -0.44876 -0.04 -2.37 1.14
P 3.23641 -0.09251 -1.81079 -1.76 0.80 0.57
C -4.43293 2.07358 -0.39820 -0.14 0.18 0.36
C -3.23954 2.61925 -1.03966 -0.01 0.46 0.05
C -2.77604 2.11224 -2.28138 -0.25 0.47 0.20
C -1.53169 2.50279 -2.79524 -0.04 -0.30 -0.33
C -0.77532 3.38012 -2.04960 1.83 0.86 -0.77
C -1.18441 3.94450 -0.85363 -0.40 -0.08 0.55
C -2.40336 3.49759 -0.31563 0.62 0.37 -0.46
Br 1.34487 3.56613 -2.50760 -3.03 1.06 -0.24
H -4.47630 3.08928 1.49873 1.11 -0.28 -0.07
H -5.10970 1.49409 -1.02729 0.70 -0.85 0.33
H -3.71708 1.84739 3.55347 -0.26 -0.01 -0.05
H -5.59528 -0.30797 0.27116 -0.05 0.04 0.31
H -3.68289 -0.29515 4.81899 -0.17 -0.02 -0.50
H -5.49534 -2.35164 1.69124 0.25 0.46 0.22
H -3.41025 1.42032 -2.84296 0.29 0.24 0.14
H -2.71145 3.82536 0.68072 0.20 0.08 -0.46
H -1.16591 2.12887 -3.75590 -0.18 0.03 0.38
H -0.55982 4.65339 -0.30866 -0.14 -0.15 -0.15
P -0.37177 -2.03809 -0.08983 -0.10 0.19 -0.81
C 3.63222 1.55615 -1.02357 0.14 0.15 -0.11
C 4.73278 2.43708 -1.61281 0.08 0.56 0.26
H 3.79109 1.37066 0.05959 -0.02 0.13 -0.46
H 2.73721 2.23111 -1.13884 0.94 -0.96 0.32
H 4.71756 3.38832 -1.06776 0.17 -0.04 -0.11
H 5.72555 2.00483 -1.48859 -0.24 0.20 -0.20
H 4.54651 2.68386 -2.66846 0.13 -0.25 0.25
C 2.72861 0.37454 -3.52001 0.02 -0.26 -0.16
C 3.84714 0.41774 -4.54964 0.04 0.37 -0.71
H 2.19211 1.34385 -3.48410 0.31 -0.61 0.01
H 1.98585 -0.38963 -3.82316 0.25 0.35 0.07
H 3.42002 0.69132 -5.52876 0.27 -0.16 0.25
H 4.61115 1.17165 -4.31115 -0.20 -0.30 -0.03
H 4.33609 -0.55717 -4.66440 -0.10 0.27 0.03
C 4.72123 -1.11660 -1.90141 0.37 -0.65 0.35
C 6.07661 -0.43551 -1.80109 0.50 -0.21 -0.17
H 4.65202 -1.72636 -2.81500 -0.10 0.18 0.22
H 4.61678 -1.82636 -1.06256 0.07 0.16 -0.31
H 6.87131 -1.19326 -1.82423 -0.20 0.17 0.02
H 6.26342 0.25355 -2.62871 -0.05 -0.10 0.12
H 6.17114 0.10472 -0.85818 0.06 -0.05 -0.06
C 0.63029 -3.47701 0.47774 0.02 0.08 0.18
C 2.13069 -3.40934 0.17539 0.10 -0.21 0.02
H 0.17888 -4.37764 0.01884 0.15 0.32 0.23
H 0.47677 -3.53926 1.56866 0.11 -0.12 -0.36
H 2.57481 -4.39025 0.39243 -0.02 0.28 -0.05
H 2.34207 -3.18434 -0.87970 -0.11 -0.02 0.27
H 2.63640 -2.66711 0.80599 -0.14 -0.10 -0.20
C -0.21853 -2.25946 -1.92749 0.24 -0.32 0.19
C -1.25072 -1.47984 -2.74341 -0.02 -0.30 -0.25
H -0.29957 -3.34418 -2.12309 0.00 0.39 -0.13
H 0.80733 -1.94593 -2.19395 -0.38 -0.19 0.01
H -1.20926 -1.81720 -3.79034 -0.09 0.24 0.27
H -2.27291 -1.65395 -2.38050 0.23 0.08 -0.11
H -1.06923 -0.39364 -2.74459 0.01 -0.14 0.08
C -2.06325 -2.71508 0.16831 -0.31 0.05 -0.11
C -2.32875 -3.30988 1.55772 -0.02 -0.11 -0.11
H -2.25281 -3.46925 -0.61551 -0.01 0.18 0.26
H -2.74763 -1.86685 -0.00529 0.03 -0.37 0.02
H -3.35958 -3.68147 1.60127 0.26 0.05 0.09
H -1.66083 -4.15457 1.77864 -0.24 0.26 -0.08
H -2.22995 -2.55780 2.34975 0.02 -0.11 -0.11
S 1.38691 -0.20080 1.98121 0.17 0.24 0.30
C 0.48185 0.33448 3.31601 0.27 -0.88 0.21
N -0.16755 -0.61444 4.08472 -0.07 0.52 -0.05
C -0.79005 -0.33128 5.26393 0.49 0.70 -0.14
C -0.74851 0.96270 5.75831 -0.31 -0.99 -0.03
C -0.13066 1.96152 4.99126 0.15 0.12 -0.44
C 0.45494 1.65869 3.77120 -0.63 0.22 0.72
H -0.14850 -1.57908 3.73709 0.03 0.54 0.17
H -1.26213 -1.17104 5.76500 0.09 0.20 -0.03
H -1.19731 1.17054 6.72649 0.10 0.01 -0.27
H -0.11006 2.98462 5.36732 0.03 -0.25 -0.10
H 0.93858 2.41012 3.15784 0.05 -0.04 0.25
```
Positions in Å, forces in eV/Å.

Number 1: electronic energy -7559.814321 hartree. Number 2: electronic energy -7165.676451 hartree. Number 3: electronic energy -4959.502364 hartree.